No. 1
DFT (wB97M-V/def2-TZVPD) results for a cluster of 3 separate species, C17H41NO7P in total.

Cartesian coordinates (Å):
C1 4.92400 5.08607 3.97658
C2 3.39291 4.54221 4.19497
O1 2.93083 4.55459 5.47484
N1 2.45373 4.07909 3.06584
C3 1.20407 4.92998 3.27514
C4 2.19901 2.61191 3.33018
C5 0.98130 1.94659 2.45760
C6 0.09703 1.01152 3.50322
C7 -0.74051 1.86716 4.62320
C8 -1.84483 2.87952 3.92658
C9 -2.91780 3.25204 5.12933
O2 -4.13036 3.67350 4.38600
P1 -3.99258 3.49734 2.62368
O3 -2.60839 2.41230 2.75479
H1 4.93292 6.26247 3.79516
H2 5.54786 4.51242 3.16921
H3 5.48273 4.93169 5.01883
H4 0.50397 4.82330 2.31422
H5 1.52509 6.07939 3.28465
H6 0.61393 4.67960 4.25594
H7 3.19320 2.03972 3.00081
H8 2.02519 2.32943 4.45220
H9 1.43617 1.17750 1.66586
H10 0.33959 2.70233 1.83603
H11 -0.56810 0.24162 2.88981
H12 0.90726 0.37835 4.11007
H13 -0.06238 2.46784 5.38560
H14 -1.37778 1.11604 5.29761
H15 -1.37511 3.89034 3.51588
H16 -2.32803 4.04660 5.75404
H17 -3.19367 2.26544 5.69944
H18 -5.13033 4.38052 2.60194
H19 -4.85882 2.34891 2.49856
H20 -3.75515 3.69065 1.18660
H21 -3.23631 4.74766 2.75186
C10 -1.00603 -3.41114 -2.09006
O4 -1.07753 -2.01952 -2.37958
C11 -1.54223 -1.25802 -1.26150
C12 -0.38902 -0.51884 -0.57794
O5 0.49154 -1.43196 0.08441
C13 1.69872 -1.63694 -0.64147
H22 -0.50730 -3.91100 -2.92583
H23 -0.43321 -3.60308 -1.17714
H24 -2.01466 -3.82389 -1.98974
H25 -2.07853 -1.89432 -0.54602
H26 -2.25069 -0.51993 -1.65181
H27 -0.80133 0.13929 0.19414
H28 0.15869 0.10528 -1.29666
H29 2.31304 -0.73324 -0.60550
H30 1.50232 -1.91258 -1.67939
H31 2.25091 -2.45088 -0.16493
C14 -0.70603 -7.01702 -7.70182
O6 -0.77753 -5.62541 -7.99134
C15 -1.24223 -4.86390 -6.87326
C16 -0.08902 -4.12472 -6.18971
O7 0.79154 -5.03784 -5.52736
C17 1.99872 -5.24283 -6.25324
H32 -0.20730 -7.51688 -8.53760
H33 -0.13321 -7.20896 -6.78891
H34 -1.71466 -7.42978 -7.60150
H35 -1.77853 -5.50020 -6.15778
H36 -1.95069 -4.12581 -7.26358
H37 -0.50133 -3.46659 -5.41762
H38 0.45869 -3.50060 -6.90843
H39 2.61304 -4.33912 -6.21726
H40 1.80232 -5.51846 -7.29116
H41 2.55091 -6.05676 -5.77670

As for the multiplicity: 1. The total charge is -1. For the LUMO energy, the calculation gives 2.09 eV. For the max |F|, the calculation gives 8.3 eV/A. The value obtained for the frontier orbital gap is 5.6 eV.

***

No. 2
DFT (wB97M-V/def2-TZVPD) results for a structure of composition C17H42AlN2O3.

Cartesian coordinates (Å):
O1 -0.74475 2.19596 -3.29063
C1 -0.85343 1.57090 -2.31503
O2 -1.19012 2.11909 -1.18254
C2 -0.49266 1.59179 -0.00375
C3 -0.72354 0.13861 0.35392
Al1 0.88082 -0.51941 1.48797
C4 2.14945 -1.48092 0.21485
C5 2.85821 -0.48954 -0.68455
O3 4.28169 -0.69860 -0.64210
H1 -0.72537 0.49344 -2.37209
H2 0.56630 1.80028 -0.06506
H3 -0.85574 2.18177 0.81379
H4 -1.60341 0.03750 0.97335
H5 -0.82978 -0.51597 -0.49925
H6 0.36787 -1.41387 2.72478
H7 1.63693 0.82391 2.01791
H8 2.88025 -2.04170 0.77866
H9 1.57516 -2.13406 -0.42870
H10 2.53370 -0.64194 -1.71130
H11 2.62687 0.54072 -0.42688
H12 4.69082 0.05670 -1.07393
C6 -4.68496 4.37835 -6.50165
C7 -5.55771 4.85499 -5.35019
N1 -5.90877 3.79795 -4.42513
C8 -6.96072 4.16900 -3.49836
C9 -6.67682 5.29169 -2.49240
C10 -4.78788 3.06169 -3.85470
C11 -3.72270 3.84642 -3.08212
H13 -5.15049 3.53927 -7.02106
H14 -4.54826 5.18826 -7.22050
H15 -3.69450 4.07110 -6.16500
H16 -6.48423 5.25490 -5.77382
H17 -5.05389 5.69850 -4.85150
H18 -7.27247 3.27508 -2.95097
H19 -7.83467 4.46016 -4.09241
H20 -6.01673 4.96334 -1.69163
H21 -7.61247 5.61066 -2.02587
H22 -6.23495 6.16809 -2.96739
H23 -4.28871 2.52702 -4.66718
H24 -5.18538 2.27165 -3.21266
H25 -3.41825 4.75643 -3.60222
H26 -2.83254 3.23180 -2.96227
H27 -4.05979 4.11612 -2.08203
C12 3.43650 -3.98802 6.55310
C13 3.59379 -4.84992 5.30886
N2 3.84373 -4.07967 4.11056
C14 3.70043 -4.84723 2.88756
C15 4.68023 -6.00325 2.64253
C16 4.97708 -3.17639 4.16329
C17 6.35962 -3.77073 4.47089
H28 2.66906 -3.22795 6.40316
H29 3.13735 -4.61102 7.39830
H30 4.36787 -3.49087 6.82871
H31 2.66141 -5.40277 5.16516
H32 4.37736 -5.60423 5.49679
H33 3.74115 -4.16208 2.03771
H34 2.68523 -5.25597 2.87058
H35 5.67033 -5.64639 2.36126
H36 4.31763 -6.61947 1.81653
H37 4.78030 -6.65311 3.51361
H38 4.76408 -2.41054 4.91377
H39 5.02436 -2.62743 3.22057
H40 6.33139 -4.47837 5.30171
H41 7.04727 -2.96906 4.75073
H42 6.79144 -4.27268 3.60624

As for the multiplicity: 1. The total charge is -1. For the LUMO energy, the calculation gives 2.69 eV. For the max |F|, the calculation gives 4.5 eV/A. The value obtained for the frontier orbital gap is 7.6 eV.

***

No. 3
DFT (wB97M-V/def2-TZVPD) results for a cluster of 5 separate species, C17H42NO5P in total.

Cartesian coordinates (Å):
C1 0.25835 0.78711 -3.31763
C2 0.18504 0.08136 -1.88203
P1 1.27456 0.87738 -0.56167
C3 0.99778 2.73999 -0.40012
C4 -0.39843 3.28421 -0.96259
C5 0.95484 -0.05603 1.05115
C6 1.63357 -1.51029 0.74527
C7 1.62268 0.43948 2.41151
N1 0.90668 -0.43011 3.42061
C8 -0.35674 -0.98391 2.84822
O1 -1.04079 -1.92516 3.27441
C9 -0.58336 -0.07944 1.52733
H1 -0.72625 1.35350 -3.45453
H2 0.29304 -0.03140 -4.11696
H3 1.16849 1.46836 -3.34926
H4 -0.87768 -0.04651 -1.47758
H5 0.58692 -0.98684 -2.02683
H6 1.82844 3.24254 -1.01255
H7 1.08748 3.07345 0.68259
H8 -1.31401 2.89974 -0.40035
H9 -0.39875 4.42250 -0.79042
H10 -0.48345 3.15853 -2.09256
H11 2.15195 -1.42245 -0.27237
H12 0.79868 -2.27153 0.61012
H13 2.35475 -1.77932 1.57514
H14 2.74880 0.41042 2.53772
H15 1.34383 1.53454 2.62162
H16 0.57859 0.06775 4.26556
H17 -1.29084 -0.49469 0.73165
H18 -0.74429 1.02328 1.79948
C10 4.05647 -2.04099 -5.67570
C11 3.13769 -1.01977 -5.03442
O2 2.04391 -1.67102 -4.39759
H19 3.51143 -2.63901 -6.41013
H20 4.89729 -1.55202 -6.17313
H21 4.44714 -2.73478 -4.92573
H22 2.73302 -0.34274 -5.78922
H23 3.67527 -0.42470 -4.28913
H24 2.40730 -2.26112 -3.72552
C12 -4.47074 -1.74862 0.84854
C13 -4.56269 -2.80752 1.92991
O3 -3.49764 -3.73879 1.79980
H25 -4.50849 -2.20838 -0.14230
H26 -5.28895 -1.02921 0.93498
H27 -3.52090 -1.21031 0.91504
H28 -5.50249 -3.35707 1.84725
H29 -4.51388 -2.35378 2.92515
H30 -2.66845 -3.24653 1.88333
C14 -5.23565 5.11196 -1.41739
C15 -3.89449 4.73140 -0.82160
O4 -2.88513 4.75110 -1.82437
H31 -5.50737 4.42282 -2.22062
H32 -6.02012 5.09437 -0.65716
H33 -5.19398 6.11305 -1.85608
H34 -3.93433 3.72331 -0.40404
H35 -3.61121 5.42522 -0.02328
H36 -2.84847 5.64647 -2.18323
C16 3.52816 -3.44186 3.72790
C17 3.72139 -3.18420 5.20820
O5 3.92248 -1.79536 5.44224
H37 4.39840 -3.09913 3.16173
H38 3.37706 -4.50622 3.53238
H39 2.66377 -2.88842 3.35140
H40 4.59757 -3.71954 5.57901
H41 2.84784 -3.51443 5.77924
H42 3.13887 -1.33064 5.11960

As for the multiplicity: 1. The SMILES is CCP(CC)[C@@]1(C)CNC(=O)C1.CCO.CCO.CCO.CCO. The total charge is 0. For the LUMO energy, the calculation gives 0.41 eV. For the max |F|, the calculation gives 3.7 eV/A. The value obtained for the frontier orbital gap is 8.1 eV.